ORCA calculation (the ωB97M-V functional and the def2-TZVPD basis) on C12H24CoF4N2O17S4 as an isolated structure in a non-equilibrium geometry.

XYZ file:
```
64
Properties=species:S:1:pos:R:3:forces:R:3:mulliken_charge:R:1
Co 0.210866 21.306327 -19.147321 0.051 -0.148 -1.055 0.753
N 1.249359 20.379078 -17.792451 1.161 -3.533 2.061 0.408
S 2.033541 20.877255 -16.519408 3.050 4.044 2.721 0.746
O 3.452534 21.023831 -16.746713 -1.443 -0.201 -0.111 -0.612
O 1.645717 20.360245 -15.231726 -0.265 -0.027 -1.485 -0.573
F 1.463115 22.362163 -16.551240 -0.052 -0.370 -0.043 -0.261
S 1.518089 18.720612 -17.498231 -2.078 -2.794 -2.605 0.637
O 0.513326 18.139152 -16.650684 1.055 0.808 -0.666 -0.521
O 2.867032 18.227843 -17.494898 -1.016 1.253 0.478 -0.550
F 1.037461 18.345455 -18.993637 0.069 0.001 0.678 -0.214
N -0.888012 22.859565 -19.669126 0.763 3.292 -0.241 0.264
S -0.308299 24.462361 -19.516700 2.455 1.944 1.050 0.777
O -1.147950 25.428485 -18.861326 -0.048 -1.809 -0.513 -0.561
O 0.451957 24.949803 -20.623584 -0.538 -1.161 0.181 -0.540
F 0.771215 24.062677 -18.426333 -0.256 -0.154 -0.221 -0.218
S -2.291133 23.195161 -20.309216 -5.578 -2.009 -1.452 0.903
O -2.361459 23.949147 -21.536529 1.116 -0.053 1.545 -0.614
O -3.327587 23.367164 -19.321523 1.330 0.203 -0.763 -0.580
F -2.602487 21.716964 -20.866132 0.380 0.072 0.398 -0.304
C -0.874359 21.831009 -23.757932 0.671 0.377 0.568 -1.157
C -1.236367 20.435527 -23.279107 -0.969 0.723 -1.608 0.162
O -0.106460 19.575047 -23.097322 -0.238 0.112 0.085 -0.426
C 0.409219 19.477131 -21.890328 0.414 -1.345 -1.382 0.240
O 0.223644 20.212386 -20.966672 -0.511 0.697 0.767 0.514
O 1.194844 18.414354 -21.810165 0.125 0.128 1.037 -0.271
C 1.416704 17.539741 -22.917025 1.143 0.489 -0.352 -0.862
H -1.751179 22.467258 -23.868521 -0.168 -0.203 0.144 0.380
H -0.364501 21.828360 -24.722147 -0.009 -0.295 -0.003 0.352
H -0.211258 22.341053 -23.054152 -0.082 0.011 0.076 0.205
H -1.769971 20.000513 -24.127240 0.007 -0.407 0.225 0.347
H -1.919821 20.422237 -22.437029 0.423 0.006 0.279 -0.069
H 0.506210 17.160269 -23.367960 -0.016 -0.044 0.139 0.324
H 2.094951 16.778773 -22.538227 -0.505 -0.314 0.202 0.287
H 2.038922 18.073313 -23.640433 -0.444 0.049 -0.299 0.329
C 4.719551 18.805588 -20.920549 0.093 -0.415 -0.074 -1.317
C 3.985065 19.843248 -20.094311 0.467 -0.577 0.166 0.592
O 4.078731 21.112751 -20.765134 -0.451 0.151 -0.152 -0.413
C 3.103827 21.999031 -20.608260 1.689 0.124 -0.693 0.345
O 2.090124 21.846999 -19.984128 -0.926 -0.034 0.628 0.385
O 3.370740 23.130110 -21.218314 -0.263 0.293 0.165 -0.294
C 4.567565 23.329239 -21.991649 -0.365 0.511 -0.228 -0.758
H 5.005655 17.962334 -20.289215 -0.304 -0.016 0.111 0.372
H 5.665685 19.130729 -21.354317 -0.136 0.442 0.043 0.361
H 4.087905 18.420444 -21.721897 0.045 0.057 -0.057 0.169
H 4.461624 19.952006 -19.120846 -0.212 0.111 0.068 0.266
H 2.944738 19.547041 -19.973297 0.044 0.199 0.037 -0.352
H 4.381792 22.963673 -22.999227 0.229 -0.280 0.034 0.286
H 5.463528 22.916887 -21.540510 -0.144 -0.206 0.060 0.311
H 4.651282 24.411264 -22.055059 0.077 -0.013 0.065 0.261
C -2.966675 21.468730 -16.195798 0.497 0.294 -0.302 -1.100
C -1.975989 20.340015 -15.994095 -1.183 0.202 1.907 0.297
O -2.368849 19.205389 -16.785724 0.306 0.049 -0.026 -0.408
C -2.105970 19.194555 -18.060917 0.249 -0.815 0.632 0.554
O -1.467240 20.013230 -18.684516 0.204 0.658 -0.500 0.424
O -2.603074 18.074371 -18.570497 0.000 0.224 0.039 -0.403
C -2.456613 17.898184 -19.954158 -0.057 -0.255 -1.953 -0.594
H -3.963154 21.029165 -16.190440 -0.056 0.095 -0.365 0.335
H -2.745253 22.031207 -17.103947 -0.444 0.042 -0.013 0.145
H -2.956852 22.151251 -15.345174 0.291 0.043 -0.047 0.435
H -2.203597 20.007472 -14.977662 0.284 -0.425 -0.120 0.355
H -0.915875 20.577146 -15.943211 0.055 -0.124 -0.884 -0.249
H -1.457826 17.628467 -20.310468 0.259 0.131 0.704 0.161
H -2.754281 18.767077 -20.547158 -0.070 0.207 0.410 0.190
H -3.093405 17.079871 -20.287488 -0.175 -0.015 0.510 0.349
```
Positions in Å, forces in eV/Å.

<S²>: 3.756
Spin multiplicity: 4
E_LUMO (spin up / spin down): 0.0549 / -0.8591 eV
M: 731.514 u
Calculated total energy: -142457.5860 eV
Frontier orbital gap (spin up / spin down): 10.809 / 9.893 eV


ORCA calculation (the ωB97M-V functional and the def2-TZVPD basis) on C12H24CsO6S3 as an isolated structure in a non-equilibrium geometry.

XYZ file:
```
46
Properties=species:S:1:pos:R:3:forces:R:3:mulliken_charge:R:1
Cs -1.563805 -1.414046 -1.317285 -0.868 0.354 0.784 1.197
C -1.059915 -0.510306 4.106355 1.017 0.685 -1.144 -0.559
C -2.177825 -1.112626 4.895335 -0.841 -0.042 0.090 -0.762
C -3.331085 -1.469036 3.934855 -0.311 -0.233 0.067 -0.717
S -3.269745 -0.253806 2.546055 0.437 -0.091 1.289 1.011
O -4.397055 0.635194 2.624035 0.274 -0.097 -0.218 -0.627
O -2.979565 -0.894896 1.264455 0.110 -0.053 0.366 -0.606
C -1.750345 0.556504 3.178855 -0.169 -0.496 0.588 0.193
H -0.431065 -1.207666 3.552895 -0.385 -0.276 -0.353 0.314
H -0.348215 -0.068136 4.803545 -0.082 0.476 -0.094 0.391
H -2.451475 -0.304616 5.573815 -0.651 -0.079 0.061 0.312
H -1.918745 -1.938396 5.557975 0.170 -0.153 -0.352 0.389
H -4.300815 -1.445316 4.432005 -0.075 0.569 -0.201 0.386
H -3.305275 -2.481446 3.531785 0.566 0.061 -0.229 0.381
H -2.108985 1.352624 3.831285 -0.206 0.078 -0.070 0.363
H -1.223545 1.014604 2.341755 0.134 -0.508 0.124 -0.608
C 0.812505 3.136684 2.316125 1.352 -0.781 0.817 -0.373
C 0.665795 4.036464 1.109875 0.498 -1.224 -1.265 -0.688
C 0.120685 3.049934 0.019445 0.118 -0.020 0.401 -0.738
S 1.002755 1.420304 0.274675 -0.125 1.248 0.635 0.889
O 2.087235 1.252674 -0.676735 -0.603 -0.269 -0.079 -0.676
O -0.007245 0.356514 0.399955 0.751 0.575 -0.293 -0.574
C 1.691845 1.861594 1.902705 -1.596 0.490 -0.314 -0.740
H -0.197775 2.961534 2.685935 0.091 -0.802 -0.029 0.112
H 1.338785 3.547704 3.177635 0.022 0.475 -0.182 0.439
H 1.624405 4.373704 0.715625 0.079 0.344 0.365 0.323
H 0.005615 4.883744 1.295285 0.015 -0.141 -0.182 0.367
H 0.288175 3.374514 -1.007535 0.010 -0.098 0.072 0.507
H -0.936745 2.856604 0.199935 -0.009 -0.177 -0.145 0.365
H 2.746635 2.090894 1.751245 -0.146 0.323 -0.083 0.459
H 1.638185 0.985934 2.549565 -0.288 0.120 0.061 0.377
C 1.325125 -1.740946 -6.122235 -0.723 -1.113 2.504 -0.528
C 1.480385 -0.771736 -4.921115 0.354 0.201 -0.258 -0.562
C 2.395675 -1.382006 -3.807375 -0.377 0.655 -1.312 -0.460
S 1.551375 -3.003096 -3.605585 -2.074 -0.233 1.356 0.892
O 0.305425 -2.773666 -2.845005 2.349 -0.619 -1.796 -0.458
O 2.491945 -4.030806 -3.217425 -0.223 0.318 -0.292 -0.356
C 1.153695 -3.208036 -5.491655 1.116 0.432 -1.184 -0.556
H 2.217245 -1.723936 -6.748275 -0.248 -0.139 -0.079 0.364
H 0.384705 -1.524166 -6.628915 0.296 0.061 -0.327 0.307
H 0.528525 -0.440596 -4.505885 -0.082 -0.360 0.031 0.302
H 1.903485 0.144164 -5.333695 0.499 0.181 0.425 0.414
H 2.392305 -0.916566 -2.821755 -0.015 0.121 -0.011 0.352
H 3.394675 -1.649416 -4.151755 0.056 0.019 0.076 0.360
H 0.227395 -3.773386 -5.593855 -0.179 0.352 0.359 0.458
H 1.984625 -3.853246 -5.776945 -0.040 -0.133 0.023 0.364
```
Positions in Å, forces in eV/Å.

<S²>: 0.759
Spin multiplicity: 2
E_LUMO (spin up / spin down): -5.4751 / -12.3370 eV
M: 493.424 u
Charge: +2
Calculated total energy: -58153.5164 eV
Frontier orbital gap (spin up / spin down): 9.278 / 2.416 eV


ORCA calculation (the ωB97M-V functional and the def2-TZVPD basis) on C12H24CuO12 as an isolated structure in a non-equilibrium geometry.

XYZ file:
```
49
Properties=species:S:1:pos:R:3:forces:R:3:mulliken_charge:R:1
Cu -0.394771 -0.997790 0.189130 0.162 -0.490 -0.065 0.381
C -1.489875 -1.975589 -3.732846 -0.977 -2.338 3.859 -0.686
O -1.271415 -0.615694 -3.702999 0.859 2.017 -2.472 -0.376
C -1.216717 0.294915 -2.727365 -1.133 -2.499 1.877 0.687
O -1.418251 0.123918 -1.531202 0.072 0.127 -1.561 -0.426
O -1.015269 1.447437 -3.297683 1.304 0.735 -1.413 -0.274
C -1.378036 2.563658 -2.578170 -2.591 2.163 1.706 -0.834
H -1.774475 -2.618181 -4.566018 0.577 1.624 -1.446 0.298
H -2.366108 -2.160291 -3.111402 -0.135 -0.103 0.494 0.289
H -0.699889 -2.509091 -3.204274 0.249 0.103 -0.066 0.252
H -0.794924 3.022489 -1.779699 1.032 -0.974 -0.177 0.297
H -2.337043 2.358775 -2.102321 -0.048 -0.316 0.407 0.316
H -1.697281 3.422123 -3.169115 0.690 -0.374 -1.087 0.327
C 0.267276 1.053945 4.509011 -1.186 0.523 -2.011 -0.437
O 1.465055 0.517172 4.009094 2.222 -1.427 2.084 -0.346
C 1.673073 0.033138 2.825459 0.179 0.368 -4.071 0.570
O 0.976493 0.270458 1.834102 0.660 -0.558 1.691 -0.264
O 2.890274 -0.620730 2.712267 -1.059 0.590 1.737 -0.369
C 3.333020 -1.049552 1.420212 -0.724 0.639 -0.401 -0.447
H 0.062056 1.875439 3.822621 -0.273 0.622 0.533 0.270
H 0.360135 1.351638 5.553449 0.327 -0.198 -0.328 0.237
H -0.575920 0.389566 4.319963 0.122 -0.392 0.401 0.121
H 3.315394 -0.183696 0.758325 -0.240 -0.125 -0.191 0.063
H 2.676351 -1.834591 1.045248 -0.017 0.104 -0.149 0.238
H 4.366772 -1.393625 1.452701 -0.131 -0.055 0.699 0.305
C 4.045047 -0.813615 -2.106133 -0.359 1.080 -1.276 -0.654
O 3.525183 0.602528 -2.162027 3.240 -2.911 -0.355 -0.380
C 2.332639 0.882080 -1.796788 -2.300 0.015 0.695 0.751
O 1.545357 0.086010 -1.274793 1.365 2.713 -1.304 -0.518
O 2.161822 2.238451 -2.068893 -1.240 -0.703 -0.180 -0.312
C 2.889276 2.914898 -3.147814 0.931 -0.093 0.966 -0.683
H 4.810121 -0.764118 -2.880924 0.389 0.014 0.490 0.293
H 3.346824 -1.545291 -2.512629 -0.556 0.346 0.521 0.331
H 4.431620 -1.116570 -1.133052 -0.219 0.441 -0.091 0.194
H 3.333403 3.816593 -2.726169 -0.263 0.036 0.341 0.279
H 2.282592 3.254929 -3.987116 -0.479 -0.640 0.220 0.245
H 3.759113 2.338445 -3.462720 -0.426 -0.184 -0.237 0.305
C -3.717632 1.119634 2.331798 -0.619 -0.871 -0.628 -0.451
O -3.605612 -0.090544 3.096548 -2.086 2.370 1.669 -0.299
C -2.991127 -1.123232 2.703684 3.173 -3.028 -0.943 0.630
O -1.875390 -1.096248 2.120665 -3.801 -1.070 1.591 -0.400
O -3.774096 -2.226009 3.209561 2.319 1.282 -1.914 -0.325
C -3.539958 -3.564647 2.679108 0.275 0.076 0.648 -0.636
H -3.421737 2.010301 2.886114 0.640 -0.391 -0.116 0.227
H -4.789044 1.217594 2.156949 -0.039 0.085 -0.049 0.283
H -3.251248 0.892197 1.373228 0.433 0.810 0.075 0.138
H -3.120987 -4.198957 3.460259 -0.282 0.136 0.366 0.264
H -2.800490 -3.674208 1.885837 -0.275 0.788 -0.350 0.275
H -4.531598 -3.926062 2.406819 0.239 -0.066 -0.190 0.249
```
Positions in Å, forces in eV/Å.

<S²>: 0.751
Spin multiplicity: 2
E_LUMO (spin up / spin down): 0.7213 / 0.6268 eV
M: 423.858 u
Calculated total energy: -82036.6209 eV
Frontier orbital gap (spin up / spin down): 4.167 / 7.849 eV